Density functional theory data (ωB97M-V/def2-TZVPD) for a cluster of 2 separate species, C2H7NO in total in a non-equilibrium geometry.

```
11
Properties=species:S:1:pos:R:3:lowdin_charge:R:1
C -1.46747 -1.71029 -2.21786 -0.151
O -0.58768 -1.64196 -1.40764 -0.015
H -1.57460 -2.66573 -2.82289 0.091
H -2.05458 -0.83606 -2.50083 0.073
C 0.32512 1.03991 1.63546 -0.200
N 1.38684 1.01890 0.62272 -0.087
H 0.71459 1.14002 2.66503 0.066
H -0.15668 0.07387 1.60459 0.051
H -0.47936 1.70621 1.21967 0.079
H 2.06327 1.76320 0.62043 0.044
H 1.83054 0.11193 0.58132 0.049
```

Output
SMILES string	C=O.CN
charge	0
max |F|	1.69	eV/A
E_HOMO	-8.7	eV
2S+1	1
LUMO	1.0	eV
ΔE to the lowest compared entry with this formula, charge and spin	1.6799	eV
frontier orbital gap	9.713	eV